(1)
A 15-piece molecular cluster, C33H60Cl18O25 overall. Source: the OMol25 dataset; level of theory: wB97M-V/def2-TZVPD.

Results
Frontier orbital gap: 0.36500 hartree
Maximum force: 5.30 eV Å⁻¹
E: -311780.0662 eV
HOMO energy: -0.3587 hartree

```
136
Properties=species:S:1:pos:R:3:lowdin_charge:R:1
C -3.948 -1.109 4.236 -1.55
Cl -4.793 -0.190 5.459 0.53
Cl -4.342 -2.806 4.328 0.53
Cl -2.218 -0.876 4.527 0.55
H -4.294 -0.804 3.249 0.02
C -3.573 8.940 1.634 -1.52
Cl -3.196 8.845 -0.145 0.48
Cl -4.090 7.360 2.249 0.58
Cl -4.689 10.222 1.995 0.56
H -2.620 9.165 2.114 0.01
C -1.421 -7.241 0.377 -1.40
Cl -1.813 -5.485 0.471 0.50
Cl -2.611 -8.178 1.405 0.47
Cl 0.271 -7.562 0.893 0.57
H -1.640 -7.513 -0.656 0.01
C -0.295 -4.749 5.008 -1.43
Cl -1.524 -4.150 6.126 0.51
Cl -0.751 -4.165 3.421 0.56
Cl -0.032 -6.603 5.178 0.46
H 0.633 -4.253 5.289 0.01
C 1.895 -0.947 -3.613 -1.45
Cl 0.916 0.218 -4.488 0.55
Cl 3.315 -1.260 -4.699 0.51
Cl 0.926 -2.403 -3.317 0.57
H 2.131 -0.575 -2.616 0.02
C 2.369 4.952 -2.667 -1.41
Cl 2.981 4.341 -1.029 0.49
Cl 1.200 6.299 -2.462 0.51
Cl 1.502 3.578 -3.399 0.50
H 3.264 5.216 -3.231 0.02
C -6.226 -0.621 -1.007 0.00
O -5.370 -0.581 -2.180 -0.01
C -4.046 -0.609 -2.091 -0.59
O -3.418 -0.905 -1.110 0.11
O -3.429 -0.004 -3.138 -0.01
C -2.052 0.281 -3.138 -0.10
H -6.298 0.362 -0.542 0.09
H -5.767 -1.317 -0.306 0.09
H -7.242 -0.916 -1.269 0.09
H -1.825 1.313 -3.408 0.08
H -1.581 -0.373 -3.872 0.04
H -1.573 0.128 -2.171 0.09
C -4.414 3.190 -2.324 0.00
O -5.239 2.804 -3.445 0.00
C -6.482 3.233 -3.549 -0.59
O -7.122 3.805 -2.682 0.11
O -7.008 2.722 -4.675 0.00
C -8.367 2.899 -4.952 -0.07
H -3.508 2.597 -2.450 0.08
H -4.856 2.826 -1.397 0.09
H -4.369 4.279 -2.323 0.10
H -8.648 3.946 -5.070 0.10
H -8.902 2.653 -4.034 0.09
H -8.851 2.247 -5.679 0.10
C -0.372 3.643 0.375 -0.05
O -0.733 2.410 0.988 -0.04
C 0.066 1.292 0.890 -0.48
O 1.167 1.177 0.304 0.08
O -0.490 0.359 1.724 -0.05
C -0.107 -1.004 1.761 -0.06
H -0.108 3.447 -0.665 0.07
H 0.408 4.090 0.990 0.07
H -1.217 4.331 0.355 0.09
H 0.974 -1.102 1.860 0.08
H -0.408 -1.446 0.811 0.10
H -0.751 -1.609 2.399 0.01
C 1.017 7.656 3.491 -0.07
O 0.320 6.539 3.983 -0.02
C -0.731 6.064 3.205 -0.55
O -0.935 6.227 1.975 0.04
O -1.428 5.284 3.937 0.03
C -2.510 4.540 3.423 -0.05
H 1.213 7.459 2.437 0.09
H 1.915 7.862 4.074 0.10
H 0.483 8.603 3.407 0.09
H -3.252 4.462 4.217 0.10
H -2.292 3.498 3.186 0.09
H -3.055 5.000 2.599 0.04
C 3.487 -1.703 4.179 -0.05
O 2.776 -2.196 3.051 -0.03
C 2.744 -3.511 2.744 -0.62
O 3.179 -4.438 3.392 0.12
O 2.078 -3.660 1.615 -0.01
C 2.086 -4.845 0.957 -0.13
H 4.176 -2.419 4.628 0.10
H 2.725 -1.250 4.812 0.09
H 4.171 -0.895 3.918 0.08
H 3.029 -5.380 0.843 0.10
H 1.651 -4.787 -0.040 0.10
H 1.424 -5.537 1.477 0.00
C 5.946 -3.854 0.876 0.01
O 5.928 -4.816 -0.178 0.03
C 5.257 -4.687 -1.228 -0.56
O 4.359 -3.845 -1.388 0.09
O 5.565 -5.674 -2.205 -0.03
C 6.746 -6.403 -2.184 -0.10
H 6.485 -4.234 1.744 0.11
H 5.027 -3.362 1.191 0.08
H 6.477 -2.987 0.485 0.10
H 7.577 -5.738 -1.948 0.09
H 7.069 -6.649 -3.196 0.09
H 6.683 -7.286 -1.548 0.10
C 0.600 -5.565 -5.272 -0.02
O -0.774 -5.007 -5.151 -0.02
C -1.488 -5.247 -4.017 -0.61
O -1.213 -6.001 -3.127 0.11
O -2.649 -4.590 -4.098 -0.02
C -3.549 -4.648 -2.988 -0.03
H 0.911 -5.843 -4.265 0.08
H 1.373 -4.877 -5.613 0.08
H 0.753 -6.376 -5.985 0.09
H -4.281 -3.916 -3.326 0.10
H -3.089 -4.198 -2.108 0.07
H -3.844 -5.683 -2.810 0.10
C 4.406 0.260 0.451 -0.01
O 4.234 0.396 -0.994 -0.01
C 4.949 1.271 -1.739 -0.64
O 5.873 1.971 -1.419 0.12
O 4.353 1.417 -2.880 -0.05
C 4.980 2.074 -3.966 -0.06
H 3.448 0.086 0.941 0.07
H 4.673 1.193 0.949 0.09
H 5.081 -0.551 0.724 0.08
H 5.189 3.143 -3.941 0.09
H 4.226 1.964 -4.745 0.08
H 5.923 1.611 -4.254 0.10
C 0.639 2.211 4.412 0.01
C 2.037 2.145 3.725 -0.41
O 2.687 1.102 3.945 0.02
C 2.653 3.302 3.003 0.00
H 0.145 1.259 4.217 0.06
H 0.047 2.955 3.879 0.05
H 0.691 2.551 5.446 0.09
H 2.384 4.223 3.521 0.08
H 2.121 3.274 2.052 0.06
H 3.736 3.240 2.891 0.09
```

***

(2)
H2MgO as an isolated structure. Source: the OMol25 dataset; level of theory: wB97M-V/def2-TZVPD.

Results
Charge: +2
Frontier orbital gap: 0.15768 hartree
Maximum force: 0.88 eV Å⁻¹
ΔE to the lowest compared entry with this formula, charge and spin: 59.1 kcal per mole
E: -7501.9208 eV
HOMO energy: -0.7202 hartree

```
4
Properties=species:S:1:pos:R:3:lowdin_charge:R:1
O 0.157 -0.635 0.328 -0.04
H 0.726 -1.438 0.355 0.09
H -0.705 -0.954 -0.023 0.07
Mg -0.177 3.026 -0.661 1.88
```